## i
A cluster of 2 separate species, C3H11NO in total, computed with wB97M-V/def2-TZVPD.

Last column: natural (NBO) charge in e.
Geometry (Å):
C  -0.49  1.39  1.01  -0.610
C  -0.97  1.54  2.44  -0.605
H  -0.82  2.17  0.33  0.210
H  -0.56  0.38  0.62  0.194
H  0.60  1.55  1.16  0.199
H  -2.04  1.36  2.55  0.205
H  -0.53  0.73  3.03  0.200
H  -0.58  2.43  2.92  0.209
N  1.14  -0.63  -1.60  -0.883
C  0.63  -1.98  -1.60  0.081
O  -0.37  -2.17  -2.63  -0.743
H  0.78  -0.07  -0.85  0.384
H  2.07  -0.56  -1.91  0.379
H  1.49  -2.64  -1.72  0.154
H  0.07  -2.19  -0.70  0.155
H  -0.41  -1.31  -3.06  0.472

Orbital gap: 10.7 eV
Highest occupied orbital energy: -9.80 eV
LUMO level: 0.94 eV
Structure (SMILES): NCO.CC
Charge: 0



## ii
A cluster of 3 separate species, C3H11NO in total, computed with wB97M-V/def2-TZVPD.

Last column: natural (NBO) charge in e.
Geometry (Å):
C  -1.05  0.84  -0.74  -0.238
C  0.41  0.30  -0.84  -0.140
C  0.67  -1.20  -0.75  -0.645
N  -1.40  0.59  0.66  -0.889
H  1.09  1.02  0.95  0.453
H  -1.71  0.35  -1.48  0.202
H  0.88  0.63  0.18  -0.027
H  0.90  0.73  -1.73  0.218
H  0.40  -1.69  -1.68  0.221
H  0.20  -1.61  0.14  0.258
H  1.75  -1.36  -0.58  0.229
H  -2.26  0.06  0.69  0.367
H  -1.04  1.92  -0.96  0.178
H  0.92  -0.38  2.96  0.455
H  -0.58  0.25  1.16  0.414
O  0.82  -0.44  2.01  -1.056

Orbital gap: 7.9 eV
Highest occupied orbital energy: -8.83 eV
LUMO level: -0.97 eV
Charge: 0



Bottom line: i, by a margin of 4.486 eV.